# 1
This record from the Open Molecules 2025 dataset describes a structure of composition C43H41BrF3HgN10O3S. The level of theory is ωB97M-V with the def2-TZVPD basis set.

Geometry as XYZ:
```
103
Properties=species:S:1:pos:R:3:forces:R:3
Hg 0.68264 1.15294 0.56225 0.0 -0.5 0.0
C -5.35506 1.81014 0.51995 0.0 0.0 0.0
C -4.34986 2.36974 1.44835 -0.1 0.2 0.2
N -4.58846 3.09124 2.49275 -1.0 -0.1 -0.1
N -3.37726 3.43254 2.99045 0.5 -0.6 -0.7
C -2.35386 2.92304 2.26145 0.1 0.1 0.2
S -0.75406 3.17454 2.53765 0.6 0.2 0.1
N -2.99306 2.21824 1.25915 -0.3 0.4 0.5
N -2.37266 1.52164 0.23905 0.0 0.0 -0.3
H -6.34576 1.94944 0.93845 -0.1 0.0 0.0
H -5.18206 0.75104 0.34065 0.0 -0.1 0.0
H -5.30146 2.32924 -0.43815 0.0 0.0 -0.1
H -3.28496 4.01344 3.80835 0.0 -0.1 -0.1
H -2.44086 2.02604 -0.64295 0.0 0.0 0.2
H -2.77206 0.59004 0.14185 0.1 0.1 0.1
Br 7.42624 -2.27196 -0.51785 -0.1 0.1 0.0
C 5.91844 -1.10956 -0.61095 0.2 -0.1 0.0
C 4.79984 -1.36786 0.16805 0.3 -0.1 -0.1
C 3.70834 -0.53626 0.07235 -0.2 0.3 -0.1
C 3.69454 0.56764 -0.80055 0.6 -0.5 0.1
C 4.85744 0.80574 -1.56015 -0.4 0.1 0.1
C 5.95214 -0.01986 -1.46465 0.2 -0.3 0.1
N 2.58464 1.35694 -0.85185 -1.1 0.4 0.3
C 2.37914 2.18294 -1.86855 0.2 0.0 -0.2
C 1.31074 3.09114 -1.90805 0.1 0.1 0.1
C 1.14874 3.96684 -3.01195 -0.1 0.1 0.1
C 0.13994 4.88604 -3.01665 0.1 -0.1 0.0
C -0.72436 4.93884 -1.91075 -0.1 0.0 0.1
C -0.52106 4.04324 -0.88185 -0.5 0.4 0.0
N 0.44184 3.13504 -0.85685 0.4 -0.6 0.1
H 4.78964 -2.21446 0.83895 0.0 -0.1 0.0
H 2.82294 -0.73686 0.66225 0.0 0.0 0.0
H 4.90464 1.65574 -2.22185 0.0 0.1 0.0
H 6.83784 0.18344 -2.04695 0.1 0.0 -0.1
H 3.02294 2.15554 -2.74305 0.0 0.0 0.0
H 1.83704 3.88014 -3.83785 0.1 0.0 -0.1
H -0.00056 5.56344 -3.84695 0.1 0.0 -0.1
H -1.52076 5.66644 -1.85685 0.0 0.0 0.1
H -1.16296 4.07624 -0.01025 0.0 0.0 0.1
C -5.01516 -2.00886 0.76555 -0.2 -0.1 0.2
O -4.12846 -1.78126 -0.30945 0.2 -0.1 -0.5
C -4.03096 -2.75986 -1.27095 0.1 0.1 0.0
C -4.97736 -3.76136 -1.44175 0.0 0.0 0.1
C -4.86966 -4.67626 -2.47615 0.0 0.0 0.0
C -3.82136 -4.59736 -3.37255 0.0 0.0 0.0
C -2.86146 -3.61956 -3.19885 0.0 0.0 0.2
C -2.92546 -2.71426 -2.14095 -0.3 -0.2 0.2
N -1.92056 -1.74456 -2.06455 0.1 0.3 -0.3
C -1.11096 -1.32936 -1.01905 0.4 0.1 -0.4
N -1.40626 -1.81126 0.20635 -0.4 -0.6 -0.2
C -1.07296 -1.41236 1.50545 0.3 0.2 0.3
C -0.28156 -0.31766 1.87815 0.3 0.4 -0.2
C -0.14826 -0.08526 3.25075 0.0 0.0 -0.1
C -0.74216 -0.87776 4.21535 0.1 0.0 0.1
C -1.50726 -1.96506 3.83365 -0.1 -0.1 -0.2
C -1.67056 -2.22646 2.48875 0.1 -0.1 0.0
O -2.46376 -3.30246 2.07275 0.0 0.7 0.0
C -1.85936 -4.56606 2.25585 0.1 -0.3 0.0
N -0.09186 -0.58066 -1.25985 0.1 0.0 0.3
C 0.12004 -0.10186 -2.56505 -0.1 -0.1 -0.1
C -0.69896 0.93094 -3.02835 0.1 0.1 -0.2
C -0.51066 1.53704 -4.25115 -0.2 0.0 -0.1
C 0.53224 1.11154 -5.05895 0.0 0.0 0.0
C 1.33364 0.07094 -4.63915 0.1 0.0 0.1
C 1.13754 -0.56686 -3.41175 0.0 -0.1 -0.1
O 1.99494 -1.60506 -3.19445 0.0 0.6 -0.3
C 1.83574 -2.49256 -2.11595 0.1 -0.3 0.4
H -4.78316 -1.25396 1.51545 0.0 0.0 0.0
H -4.84856 -2.99346 1.20565 0.0 0.0 0.0
H -6.05976 -1.90856 0.45515 0.0 0.0 0.0
H -5.82806 -3.82056 -0.78255 -0.1 0.0 0.1
H -5.61846 -5.44416 -2.58305 -0.1 -0.1 0.0
H -3.74536 -5.28876 -4.19845 0.0 0.0 0.0
H -2.03396 -3.54506 -3.89055 0.1 0.0 0.0
H -1.49226 -1.53746 -2.96125 -0.1 0.0 0.2
H -2.09576 -2.55496 0.23345 0.1 0.3 -0.1
H 0.43724 0.76224 3.58175 0.0 0.0 0.0
H -0.60266 -0.65106 5.26185 0.0 0.0 0.1
H -1.98156 -2.60356 4.56395 -0.1 -0.1 0.0
H -2.64926 -5.30606 2.13265 0.1 0.0 0.0
H -1.42556 -4.65146 3.25385 0.0 0.0 0.0
H -1.07246 -4.74006 1.51305 0.0 0.0 0.0
H -1.48126 1.27814 -2.36995 -0.1 0.0 0.1
H -1.16396 2.33854 -4.56235 0.0 0.1 0.0
H 0.71874 1.58814 -6.01055 0.0 0.0 -0.1
H 2.15114 -0.28206 -5.25025 0.1 -0.1 -0.1
H 2.64284 -3.21776 -2.23995 -0.1 0.0 0.1
H 0.87384 -3.01756 -2.16305 0.0 0.0 0.0
H 1.93374 -1.99016 -1.15155 0.0 -0.1 -0.2
F 6.89564 2.52674 5.12585 -0.1 0.2 -0.2
C 6.23474 1.36334 5.08775 0.4 -0.1 0.4
F 7.13384 0.42084 4.75345 -0.1 -0.1 -0.2
F 5.87114 1.09034 6.35655 -0.2 0.0 0.0
C 5.05434 1.37134 4.15825 -0.3 0.0 -0.3
C 4.26724 0.22654 4.06335 0.2 0.3 0.0
C 3.17494 0.25914 3.21725 0.0 0.0 0.1
N 2.83964 1.32084 2.49005 0.0 0.1 0.1
C 3.60034 2.40294 2.57955 0.0 0.0 0.0
C 4.71714 2.48504 3.39795 0.2 -0.3 0.3
H 4.50464 -0.65446 4.63905 0.0 -0.1 0.0
H 2.52944 -0.60326 3.12445 -0.1 -0.1 0.0
H 3.29814 3.24554 1.97325 0.0 0.1 -0.1
H 5.30554 3.38654 3.45005 0.0 0.1 0.0
```
Positions in Å, forces in eV/Å.

The calculation puts the orbital gap (alpha / beta) at 5.62 / 7.51 eV. The molecular weight is 1115.423 g mol⁻¹. As for the LUMO energy (alpha / beta): 0.0121 / 0.0053 Eh. The spin multiplicity is 2.

# 2
This record from the Open Molecules 2025 dataset describes a structure of composition C28H30HgIN. The level of theory is ωB97M-V with the def2-TZVPD basis set.

Geometry as XYZ:
```
61
Properties=species:S:1:pos:R:3:forces:R:3
Hg -1.93927 -0.93980 0.49295 0.6 0.1 0.4
I -2.05406 -3.53226 -0.03164 -0.1 -0.6 -0.1
C -4.24463 -0.30130 -0.79442 -0.4 -0.1 -0.2
C -5.22805 -0.55050 -1.68035 -0.1 0.5 0.0
C -6.02983 0.58892 -2.00322 0.0 -0.1 -0.1
C -5.79657 1.82572 -1.45823 0.0 0.0 0.0
C -4.74093 2.03780 -0.52846 0.0 0.0 0.0
C -4.36193 3.27066 0.06689 0.0 -0.1 0.0
C -3.28407 3.31316 0.91231 0.1 0.0 0.0
C -2.51397 2.16310 1.24308 -0.2 0.1 0.0
C -2.85268 0.94655 0.72422 -0.6 0.3 -0.2
C -3.96350 0.91978 -0.17320 0.3 -0.4 0.1
H -5.39992 -1.51518 -2.13759 0.0 0.0 0.0
H -6.84213 0.46801 -2.71206 0.0 0.0 0.0
H -6.42416 2.66278 -1.74439 0.0 0.0 0.0
H -4.91347 4.17527 -0.16454 0.0 0.0 0.0
H -2.99333 4.26747 1.33822 0.0 0.0 0.0
H -1.65933 2.27516 1.90045 0.0 0.0 0.0
C 3.59198 1.18623 -3.17187 0.0 0.0 0.0
C 2.16316 1.03471 -2.70705 0.1 0.0 0.0
C 1.11947 1.55227 -3.46049 0.0 -0.1 0.1
C -0.18633 1.34147 -3.01105 -0.1 0.1 -0.1
C -1.36569 1.86253 -3.79716 0.0 0.0 0.0
C -0.41461 0.65975 -1.83709 -0.1 0.0 0.2
C 0.61416 0.15681 -0.98901 0.0 -0.2 -0.1
C 1.92098 0.35489 -1.51901 0.0 0.0 0.1
N 0.26874 -0.47312 0.16911 0.7 0.2 -0.2
C 1.27488 -1.01507 1.07871 0.0 0.2 0.2
C 2.08934 -2.17701 0.47485 0.0 0.0 0.0
C 3.06199 -2.76651 1.50365 -0.1 0.1 0.0
C 4.01078 -1.66848 2.00122 0.0 0.0 0.0
C 3.20649 -0.55001 2.67683 0.0 -0.1 0.0
C 2.43160 -1.13128 3.85919 0.0 0.0 0.0
C 1.46874 -2.19892 3.34167 0.0 0.0 -0.1
C 2.26941 -3.32896 2.68731 0.0 0.0 0.0
C 0.52694 -1.58671 2.30063 0.0 0.0 0.0
C 2.22750 0.05981 1.66743 -0.1 0.0 0.0
H 3.64368 1.73175 -4.11568 0.0 0.0 0.0
H 4.06494 0.21205 -3.32022 0.0 0.0 0.0
H 4.19608 1.72675 -2.43849 0.0 0.0 0.0
H 1.31154 2.08453 -4.38608 0.0 0.0 0.0
H -1.04697 2.29549 -4.74703 0.0 0.0 0.0
H -1.90450 2.63298 -3.23878 0.0 0.0 0.0
H -2.08228 1.06611 -4.01161 0.0 0.0 0.0
H -1.44935 0.51205 -1.55070 0.0 0.0 0.0
H 2.78631 -0.04769 -1.01919 0.0 0.1 0.1
H 2.64259 -1.83781 -0.40256 0.0 -0.1 0.0
H 1.37870 -2.93493 0.13101 0.0 0.0 0.0
H 3.64288 -3.56851 1.03716 0.0 0.0 0.0
H 4.58453 -1.26388 1.16021 0.0 0.0 0.0
H 4.72934 -2.08923 2.71477 0.0 0.0 0.0
H 3.88861 0.22838 3.03439 0.0 0.0 0.0
H 1.87339 -0.33659 4.36572 0.0 0.0 0.0
H 3.12262 -1.56604 4.59166 0.0 0.0 0.0
H 0.87769 -2.59761 4.17217 0.0 0.0 0.0
H 1.58679 -4.10809 2.33373 0.0 0.0 0.0
H 2.94519 -3.78572 3.42036 0.0 0.0 0.0
H -0.06062 -0.77551 2.74885 0.0 0.0 0.0
H -0.16870 -2.35726 1.95851 0.0 0.0 0.0
H 2.79267 0.56757 0.89353 0.0 0.1 -0.2
H 1.60719 0.82350 2.15036 0.0 0.0 0.0
```
Positions in Å, forces in eV/Å.

The calculation puts the orbital gap (alpha / beta) at 6.33 / 5.73 eV. The molecular weight is 708.049 g mol⁻¹. As for the LUMO energy (alpha / beta): 0.1016 / 0.0795 Eh. Its charge is -1. The spin multiplicity is 2.

Computed maximum force (eV Å⁻¹) in order:
1.229; 0.749
Computed energy above the lowest of the compared OMol25 structures with the same formula, charge and spin (kcal/mol) in order:
12.6; 8.4
Computed total energy (eV) in order:
-159503.4045; -43289.7901